Here is a molecular structure, C5H11FN2 from the Open Molecules 2025 dataset. Energies are from the ωB97M-V functional and the def2-TZVPD basis.

## Properties
HOMO energy in eV: -8.801
Max |F| in hartree/bohr: 0.08614
LUMO level in eV: 0.57
Frontier orbital gap in eV: 9.37

```
! RIJCOSX wB97M-V def2-TZVPD def2/J DEFGRID3
* xyz 0 1
C -0.53699 -0.96686 -1.32656
C -0.52850 -0.17496 -0.26878
C -1.43417 -2.16205 -1.48863
C 1.31155 1.45724 -0.93450
C -0.00263 0.91872 2.46502
N 0.19459 0.98816 -0.07657
N 0.71937 1.27990 1.25462
F 2.05763 0.25708 1.49816
H 0.14461 -0.99331 -2.22769
H -1.22179 -0.22987 0.57412
H -0.84356 -3.10931 -1.15325
H -2.52718 -2.11506 -0.92098
H -1.78166 -2.26825 -2.57365
H 1.07725 1.56238 -1.99720
H 1.58850 2.43606 -0.45186
H 2.25085 0.80186 -0.72120
H -0.68592 1.70723 2.68525
H -0.58866 -0.10853 2.40483
H 0.80673 0.71958 3.25889
*
```

---

Here is 2 unconnected molecules or ions with the total composition C5H11FS from the Open Molecules 2025 dataset. Energies are from the ωB97M-V functional and the def2-TZVPD basis.

## Properties
HOMO energy in eV: -8.160
Max |F| in hartree/bohr: 0.06481
LUMO level in eV: -0.62
Frontier orbital gap in eV: 7.54

```
! RIJCOSX wB97M-V def2-TZVPD def2/J DEFGRID3
* xyz 0 1
C 1.61932 -0.66121 -1.18515
C -1.14526 -0.94001 -0.07913
C -1.04319 1.48401 0.47599
C 0.92727 0.55226 -0.60333
C -0.30115 0.23966 0.09606
F -0.25231 -1.69336 2.57029
S 0.45584 -0.19948 2.63843
H 1.88886 -1.30914 -0.37370
H 2.44535 -0.41417 -1.96711
H 0.82763 -1.20464 -1.72555
H -0.72390 -1.89930 0.27835
H -1.98069 -0.70919 0.55814
H -1.50861 -0.97350 -1.09384
H -1.47315 1.85651 -0.41362
H -1.68440 1.30900 1.30152
H -0.30468 2.19304 0.85231
H 0.53557 1.42187 -1.34709
H 1.71751 0.94763 0.01741
*
```

---

Here is a molecular structure, C5H11FeNP from the Open Molecules 2025 dataset. Energies are from the ωB97M-V functional and the def2-TZVPD basis.

## Properties
HOMO energy (alpha / beta) in eV: 0.470 / -3.136
Max |F| in hartree/bohr: 0.04549
LUMO level (alpha / beta) in eV: 3.89 / 3.75
Frontier orbital gap (alpha / beta) in eV: 3.42 / 6.88

```
! RIJCOSX wB97M-V def2-TZVPD def2/J DEFGRID3
* xyz -1 5
C 1.39420 -0.27884 -1.14862
C 0.23442 0.22037 -1.93562
C -0.68673 -0.86312 -1.97064
C -0.33944 -1.84718 -0.97732
C 0.99945 -1.52519 -0.56766
Fe -0.31577 0.00612 0.02842
P -0.23317 2.20271 0.73899
H 2.31412 0.29566 -0.97003
H 0.06880 1.16531 -2.46605
H -1.51255 -0.93253 -2.68033
H 1.66548 -2.13935 0.06994
H -0.99093 -2.67068 -0.73084
H -1.37448 2.47241 1.52066
H -0.20377 3.49559 0.12044
H 0.76666 2.56265 1.64614
N -0.38575 -0.46222 2.03391
H 0.43987 -0.61373 2.61930
H -0.91453 -1.34482 2.09511
H -0.92587 0.25686 2.57422
*
```

---

Here is a molecular structure, C5H11GaO2 from the Open Molecules 2025 dataset. Energies are from the ωB97M-V functional and the def2-TZVPD basis.

## Properties
HOMO energy in eV: -17.461
Max |F| in hartree/bohr: 0.05787
LUMO level in eV: -13.02
Frontier orbital gap in eV: 4.44

```
! RIJCOSX wB97M-V def2-TZVPD def2/J DEFGRID3
* xyz 2 1
C -3.48517 -1.33018 0.97241
C -4.45143 -0.86753 -0.10952
H -2.50328 -1.65924 0.53034
H -3.86915 -2.21086 1.50526
H -4.02218 -0.05749 -0.71472
H -5.39376 -0.50318 0.32705
H -4.70851 -1.68725 -0.79347
O 2.02252 0.52977 0.85585
C 1.18485 -0.48046 0.54541
C -0.26773 -0.28262 0.32864
O -1.02289 0.69117 0.55938
C -0.62184 2.12783 0.76674
Ga 1.34933 2.13888 1.14950
H 1.16197 -1.29991 1.30743
H 1.47286 -1.04439 -0.37691
H -0.74035 -1.05298 -0.29711
H -1.36388 2.44935 1.50795
H -0.93300 2.58313 -0.18504
H -3.33213 -0.55524 1.73622
*
```

---

Here is 2 unconnected molecules or ions with the total composition C5H11IN2S from the Open Molecules 2025 dataset. Energies are from the ωB97M-V functional and the def2-TZVPD basis.

## Properties
HOMO energy (alpha / beta) in eV: -6.663 / -6.607
Max |F| in hartree/bohr: 0.09248
LUMO level (alpha / beta) in eV: -2.91 / -3.17
Frontier orbital gap (alpha / beta) in eV: 3.75 / 3.43

```
! RIJCOSX wB97M-V def2-TZVPD def2/J DEFGRID3
* xyz 0 1
C -0.95765 0.30978 -0.56990
C -0.08395 0.56414 0.60252
C -1.97997 1.29030 -1.10417
C 0.32533 -0.51467 1.56231
C 1.65297 -1.16434 1.20991
N 0.49201 -2.75227 -0.33082
N 0.42579 0.46782 -0.81396
S 1.66260 -1.73650 -0.49007
I 0.77116 4.21669 -1.30548
H -1.24933 -0.67962 -0.78761
H -0.15813 1.53863 0.97600
H -1.81899 2.22086 -0.71212
H -2.91676 0.94932 -0.92982
H -1.84521 1.31368 -2.12912
H -0.31581 -1.35004 1.59917
H 0.52958 -0.13671 2.56065
H 2.44886 -0.40597 1.28037
H 1.80790 -2.06011 1.81581
H 0.37671 -3.26149 -1.14424
H 0.83288 1.19050 -1.28945
*
```

---

Here is C5H11N in the gas phase from the Open Molecules 2025 dataset. Energies are from the ωB97M-V functional and the def2-TZVPD basis.

## Properties
HOMO energy in eV: -8.109
Max |F| in hartree/bohr: 0.02880
LUMO level in eV: 1.11
Structure (SMILES): C=C(N)CCC
Frontier orbital gap in eV: 9.22

```
! RIJCOSX wB97M-V def2-TZVPD def2/J DEFGRID3
* xyz 0 1
C -1.32201 -1.12003 0.15932
C -1.20945 0.21303 0.28188
N -2.30161 1.04671 0.49071
C 0.08910 0.91036 -0.04498
C 1.38660 0.17455 0.38336
C 1.86606 -0.81660 -0.68387
H -0.49154 -1.75195 0.40956
H -2.30918 -1.56929 0.20508
H -2.26030 1.93988 0.02292
H -3.13616 0.48450 0.41510
H 0.08961 1.88052 0.46621
H 0.16729 1.13900 -1.11163
H 1.15977 -0.26455 1.35521
H 2.17112 0.92310 0.48412
H 2.43058 -0.29309 -1.45031
H 1.10721 -1.39039 -1.18600
H 2.56293 -1.50576 -0.19670
*
```

---

Here is C5H11N in the gas phase from the Open Molecules 2025 dataset. Energies are from the ωB97M-V functional and the def2-TZVPD basis.

## Properties
HOMO energy in eV: -7.019
Max |F| in hartree/bohr: 0.01441
LUMO level in eV: 0.92
Frontier orbital gap in eV: 7.94

```
! RIJCOSX wB97M-V def2-TZVPD def2/J DEFGRID3
* xyz 0 1
C -1.46169 1.28418 -0.22308
C -1.06968 -0.17268 -0.09393
N 0.40309 -0.37145 -0.03364
C 0.77161 -1.72238 0.46533
C 1.13465 -0.58609 1.33053
C 1.34986 0.55837 -0.70330
H -2.53036 1.40377 -0.02383
H -0.90621 1.88211 0.50338
H -1.26284 1.66753 -1.22778
H -1.45737 -0.58118 0.84718
H -1.52789 -0.76645 -0.89909
H -0.12130 -2.32514 0.66165
H 1.50669 -2.27179 -0.12675
H 0.35218 -0.37628 2.06582
H 1.66845 1.32604 0.01300
H 0.89496 1.03206 -1.57268
H 2.25586 0.01935 -0.98281
*
```

---

Here is C5H11N in the gas phase from the Open Molecules 2025 dataset. Energies are from the ωB97M-V functional and the def2-TZVPD basis.

## Properties
HOMO energy in eV: -8.696
Max |F| in hartree/bohr: 0.05890
LUMO level in eV: 1.12
Structure (SMILES): C[C@@H]1CCCN1
Frontier orbital gap in eV: 9.82

```
! RIJCOSX wB97M-V def2-TZVPD def2/J DEFGRID3
* xyz 0 1
C 2.12111 -0.73606 -0.09540
C 0.60254 -0.41194 -0.44496
C 0.04888 1.03934 -0.49211
C -1.51588 0.98113 -0.27277
C -1.53859 -0.27131 0.68548
N -0.33662 -1.13328 0.48227
H 2.76724 -0.14931 -0.84056
H 2.27074 -1.87692 0.06926
H 2.40691 -0.37568 0.93642
H 0.54669 -0.75867 -1.40492
H 0.46163 1.54224 0.36273
H 0.31139 1.55271 -1.44283
H -2.29551 1.64954 0.21977
H -1.95139 0.93245 -1.29774
H -2.46813 -0.85173 0.40426
H -1.55414 0.15537 1.76067
H 0.12313 -1.28790 1.37043
*
```

---

Here is C5H11N in the gas phase from the Open Molecules 2025 dataset. Energies are from the ωB97M-V functional and the def2-TZVPD basis.

## Properties
HOMO energy in eV: -6.748
Max |F| in hartree/bohr: 0.07602
LUMO level in eV: -1.44
Frontier orbital gap in eV: 5.30

```
! RIJCOSX wB97M-V def2-TZVPD def2/J DEFGRID3
* xyz 0 1
C 1.43234 0.59117 -1.14303
C 1.66349 -0.41603 0.00165
C 0.52288 -0.49525 0.99565
C -0.83643 -1.01729 0.50317
C -2.09779 0.86591 0.08935
N -1.73532 -0.44336 -0.45799
H 0.42861 0.43645 -1.52712
H 2.11204 0.22566 -1.95171
H 1.61298 1.63886 -0.99301
H 2.62529 -0.29052 0.51534
H 1.38370 -1.37556 -0.49434
H 0.65419 -0.09129 1.97680
H -1.02501 -0.92791 1.58959
H -0.74246 -2.09390 0.29102
H -1.94485 0.88165 1.16529
H -2.96459 1.47282 -0.15929
H -1.08905 1.03858 -0.40138
*
```

---

Here is C5H11N in the gas phase from the Open Molecules 2025 dataset. Energies are from the ωB97M-V functional and the def2-TZVPD basis.

## Properties
HOMO energy in eV: -7.416
Max |F| in hartree/bohr: 0.11166
LUMO level in eV: -2.50
Frontier orbital gap in eV: 4.91

```
! RIJCOSX wB97M-V def2-TZVPD def2/J DEFGRID3
* xyz 0 1
C 0.53543 1.51974 -0.94254
C 0.97390 0.37511 1.20808
N -1.49121 -0.99254 -1.51164
C -0.85944 -0.62458 -0.21094
C 0.70650 0.08525 -0.19289
C -0.88347 -1.56706 0.98820
H -0.14891 1.91128 -0.27584
H 1.47500 2.22405 -0.75542
H 0.21915 1.46649 -2.03471
H 0.61650 1.46487 1.39586
H 1.98212 0.25164 1.55270
H -0.94674 -0.82227 -2.42486
H -1.22701 0.25496 0.40067
H 1.34386 -0.60188 -0.98106
H -1.74340 -1.53174 1.70977
H -0.06199 -0.83943 1.47739
H -0.49030 -2.57390 0.59722
*
```

---

Here is C5H11N in the gas phase from the Open Molecules 2025 dataset. Energies are from the ωB97M-V functional and the def2-TZVPD basis.

## Properties
HOMO energy in eV: -9.125
Max |F| in hartree/bohr: 0.05208
LUMO level in eV: 1.18
Structure (SMILES): C=CCCCN
Frontier orbital gap in eV: 10.31

```
! RIJCOSX wB97M-V def2-TZVPD def2/J DEFGRID3
* xyz 0 1
C -2.41248 -1.05543 -0.58842
C -1.27323 -1.74345 -0.36857
C -0.07810 -1.20367 0.39233
C 0.29881 0.16824 -0.26038
C 1.29161 0.98988 0.59044
N 1.76910 2.16516 -0.05712
H -3.10881 -1.33284 -1.39044
H -2.56923 -0.04693 -0.14682
H -1.23297 -2.73214 -0.93644
H -0.19119 -0.95555 1.46800
H 0.83204 -1.79928 0.27896
H -0.60041 0.77265 -0.33742
H 0.81728 -0.12909 -1.18858
H 2.11124 0.24262 0.78662
H 0.82155 1.13646 1.61336
H 1.06008 2.83839 -0.31810
H 2.46472 2.68500 0.46256
*
```

---

Here is C5H11N in the gas phase from the Open Molecules 2025 dataset. Energies are from the ωB97M-V functional and the def2-TZVPD basis.

## Properties
HOMO energy in eV: -8.526
Max |F| in hartree/bohr: 0.07278
LUMO level in eV: 1.11
Structure (SMILES): C[C@H]1CCCN1
Frontier orbital gap in eV: 9.64

```
! RIJCOSX wB97M-V def2-TZVPD def2/J DEFGRID3
* xyz 0 1
C 0.09203 0.72854 1.73856
C -0.39917 0.90039 0.25636
C 0.69946 0.79878 -0.81737
C 1.04870 -0.62839 -0.84809
C -0.29861 -1.41163 -0.33003
N -1.22768 -0.32038 -0.02667
H 0.90508 1.47768 1.78383
H -0.67000 0.80452 2.50502
H 0.50904 -0.26103 1.77539
H -1.00036 1.88095 -0.02223
H 1.57929 1.44722 -0.86166
H 0.03220 0.93076 -1.74487
H 1.79898 -1.02538 -0.19250
H 1.40559 -0.88588 -1.89748
H -0.78011 -2.18076 -0.97867
H -0.04083 -1.99479 0.49715
H -1.99954 -0.27681 -0.67388
*
```